ORCA calculation (ωB97M-V/def2-TZVPD) on a single CH2Cl2O2P2 molecule.

Calculated values
maximum force	2.660	eV Å⁻¹
energy	-48788.892	eV
ΔE to the lowest compared entry with this formula, charge and spin	1.4	kcal/mol
gap between HOMO and LUMO	0.3641	Eh
highest occupied orbital energy	-10.208	eV

```
! RIJCOSX wB97M-V def2-TZVPD def2/J DEFGRID3
* xyz 0 1
C -0.722 0.903 0.074
P 0.625 1.293 -0.805
O 0.027 0.815 -2.346
P 0.128 1.624 -3.684
O -1.124 2.199 -4.057
Cl 0.754 0.223 -4.911
Cl 1.722 2.843 -3.576
H -0.698 0.708 1.232
H -1.620 0.653 -0.568
*
```

Charges computed using natural (NBO), reported in e: C -0.927; P 1.000; O -1.082; P 2.017; O -1.041; Cl -0.240; Cl -0.247; H 0.262; H 0.259